[1]
{"formula": "C13H21N2", "method": "wB97M-V/def2-TZVPD", "species": ["N", "N", "C", "C", "C", "C", "C", "C", "C", "C", "C", "C", "C", "C", "C", "H", "H", "H", "H", "H", "H", "H", "H", "H", "H", "H", "H", "H", "H", "H", "H", "H", "H", "H", "H", "H"], "positions_angstrom": [[-0.664, -1.384, 0.564], [1.002, 0.342, -0.957], [1.534, 4.420, -1.708], [-1.979, -0.753, 0.289], [0.113, 2.450, -1.763], [2.300, 2.369, -0.648], [0.367, -2.950, 2.148], [-0.783, -1.998, 1.905], [1.216, -0.321, 0.251], [1.136, 1.722, -1.114], [0.313, 3.804, -2.024], [-3.010, -1.610, 1.032], [0.723, -0.556, -2.057], [-2.199, -2.571, 1.937], [2.526, 3.691, -1.038], [-3.650, -0.963, 1.643], [-2.145, -0.696, -0.793], [-2.573, -2.574, 2.964], [-3.630, -2.158, 0.320], [1.315, -2.398, 2.209], [-0.496, 4.385, -2.463], [-2.191, -3.597, 1.554], [-1.967, 0.281, 0.672], [0.221, -3.488, 3.092], [1.710, 5.464, -1.984], [0.693, -0.010, -3.001], [1.527, -1.299, -2.151], [3.476, 4.160, -0.787], [0.448, -3.682, 1.334], [-0.211, -1.099, -1.863], [3.025, 1.803, -0.053], [-0.823, 1.936, -2.012], [1.640, 0.321, 1.020], [0.041, -0.558, 0.693], [-0.735, -1.213, 2.686], [1.734, -1.269, 0.102]], "forces_ev_per_angstrom": [[-1.162, -0.893, 0.408], [0.723, -2.836, 3.347], [-0.012, -0.490, 0.026], [0.489, 0.981, -0.211], [0.599, -0.294, 0.288], [-0.485, -0.271, -0.678], [0.056, -0.296, 0.006], [0.479, 0.341, 0.715], [3.677, 2.808, -4.620], [-0.221, 2.018, 0.001], [0.090, 0.015, 0.131], [-0.137, -0.171, 0.197], [-0.084, -0.311, -0.934], [0.207, 0.058, -0.274], [-0.276, 0.148, 0.330], [0.032, -0.192, -0.253], [-0.014, -0.099, 0.204], [0.054, -0.145, -0.217], [0.009, 0.105, 0.189], [-0.152, -0.209, 0.094], [0.247, -0.132, -0.010], [-0.100, 0.169, 0.023], [-0.235, -0.207, -0.100], [0.126, 0.111, -0.165], [-0.073, -0.414, 0.132], [-0.189, 0.015, 0.233], [-0.142, 0.141, 0.143], [-0.298, -0.063, -0.003], [-0.074, 0.122, 0.183], [0.200, 0.202, -0.212], [-0.067, 0.269, -0.460], [0.405, 0.323, -0.037], [-0.643, 0.008, 0.431], [-2.099, -0.566, 0.881], [-0.074, -0.080, -0.258], [-0.857, -0.164, 0.466]], "mulliken_charge": [-0.17, 0.29, -0.45, -0.50, -0.16, -0.35, -1.62, 0.43, -0.26, 0.46, -0.67, -0.56, -0.88, -0.64, -0.59, 0.30, 0.34, 0.34, 0.29, 0.38, 0.38, 0.34, 0.28, 0.42, 0.38, 0.37, 0.33, 0.38, 0.38, 0.32, 0.39, 0.40, 0.33, -0.37, 0.26, 0.44], "total_charge": 1, "homo_ev": -12.551, "relative_energy_kj_mol": 411.0}

***

[2]
{"formula": "C13H21N5NiS3", "method": "wB97M-V/def2-TZVPD", "species": ["Ni", "S", "S", "S", "N", "N", "N", "N", "N", "C", "C", "C", "C", "C", "C", "C", "C", "C", "C", "C", "C", "C", "H", "H", "H", "H", "H", "H", "H", "H", "H", "H", "H", "H", "H", "H", "H", "H", "H", "H", "H", "H", "H"], "positions_angstrom": [[-0.772, 1.068, -0.719], [-0.197, 1.350, 1.482], [2.017, -1.338, 0.427], [0.481, -1.636, 3.760], [1.455, -2.035, -3.520], [-0.809, -0.859, -1.279], [0.290, -0.689, -2.016], [-0.517, -2.680, -2.457], [0.400, -1.773, -2.702], [-1.094, 2.318, -2.974], [2.587, -2.151, 1.951], [-2.928, 1.873, -1.462], [-1.109, 3.326, -0.766], [2.361, 0.410, 0.697], [-0.483, 3.125, -1.992], [-1.103, 0.361, 2.701], [-0.916, -1.153, 2.693], [-2.349, 2.696, -0.501], [-1.279, -2.073, -1.551], [-2.307, 1.705, -2.714], [1.579, 1.094, 1.807], [1.448, -2.777, 2.743], [-2.157, -2.516, -1.112], [-1.821, -1.604, 3.099], [1.852, -3.508, 3.444], [-2.784, 1.097, -3.471], [3.290, -2.924, 1.641], [2.165, 0.871, -0.278], [-0.620, 2.201, -3.939], [-0.674, 3.988, -0.030], [3.144, -1.428, 2.548], [-0.803, 0.794, 3.657], [3.425, 0.562, 0.883], [0.449, 3.634, -2.200], [1.989, 2.081, 2.018], [0.767, -3.317, 2.085], [-2.854, 2.878, 0.439], [1.222, -2.795, -4.145], [1.834, -1.191, -3.922], [-3.881, 1.401, -1.260], [-0.766, -1.533, 1.683], [1.612, 0.501, 2.721], [-2.143, 0.646, 2.532]], "forces_ev_per_angstrom": [[-0.933, 0.486, 0.451], [0.272, -0.095, -0.193], [0.119, -0.230, 0.408], [-0.014, -0.270, -0.588], [0.237, -0.158, 0.331], [0.518, 0.213, -0.066], [0.034, -0.209, -0.316], [0.027, -0.071, -0.120], [-0.366, -0.576, 0.119], [0.366, 0.276, 0.115], [0.382, 1.167, -0.676], [-0.066, 0.056, -0.246], [-0.546, -0.033, -0.025], [0.032, 0.305, -0.222], [0.014, -0.101, -0.273], [0.452, 0.441, 0.183], [0.390, 0.200, -0.118], [0.240, 0.313, -0.110], [0.188, 0.095, -0.156], [-0.206, -0.072, 0.336], [-0.436, -0.300, 0.080], [-0.961, -0.459, 0.470], [0.000, 0.018, -0.051], [0.023, -0.230, 0.166], [0.104, 0.080, 0.126], [0.023, -0.022, 0.020], [-0.142, -0.176, 0.083], [-0.074, -0.045, 0.136], [0.009, -0.013, 0.025], [0.027, -0.024, 0.017], [0.044, -0.064, 0.020], [-0.230, -0.091, 0.151], [0.066, -0.196, 0.052], [-0.007, -0.064, -0.060], [0.133, -0.094, 0.030], [0.001, 0.035, 0.028], [0.018, -0.016, 0.008], [0.023, 0.129, -0.165], [-0.101, -0.007, -0.212], [0.016, 0.000, -0.032], [0.123, -0.116, -0.018], [0.159, 0.097, 0.290], [0.043, -0.176, 0.006]], "mulliken_spin": [0.98, 0.06, 0.22, 0.53, 0.00, 0.03, -0.01, 0.00, 0.00, 0.00, 0.02, -0.02, 0.00, -0.03, 0.00, 0.02, -0.03, 0.01, 0.00, 0.06, 0.03, 0.00, 0.00, 0.04, 0.02, 0.00, 0.02, 0.00, 0.00, 0.01, 0.00, 0.00, 0.01, 0.00, 0.00, 0.00, 0.00, 0.00, 0.00, 0.00, 0.01, 0.01, 0.00], "total_charge": 2, "multiplicity": 3, "s_squared": 2.014, "homo_ev": [-14.795, -13.853]}

***

[3]
{"formula": "C13H21NO", "method": "wB97M-V/def2-TZVPD", "species": ["O", "N", "C", "C", "C", "C", "C", "C", "C", "C", "C", "C", "C", "C", "C", "H", "H", "H", "H", "H", "H", "H", "H", "H", "H", "H", "H", "H", "H", "H", "H", "H", "H", "H", "H", "H"], "positions_angstrom": [[-0.117, 0.419, -1.371], [0.456, 1.650, -3.239], [2.557, 0.538, -2.646], [-0.188, 2.338, -4.390], [-1.231, -1.297, 3.816], [-2.308, -2.569, 2.090], [1.594, 0.982, -3.878], [-0.460, 0.956, -2.400], [-1.053, -2.671, 1.530], [0.114, -2.137, 2.018], [-2.373, -1.858, 3.302], [-1.970, 1.178, -2.604], [-0.002, -1.274, 3.125], [1.236, 0.001, 4.948], [1.068, -0.284, 3.466], [-3.206, -2.976, 1.668], [0.494, 0.711, 5.354], [0.695, 0.647, 2.986], [1.248, 0.253, -4.632], [0.350, 3.232, -4.728], [-1.320, -0.739, 4.736], [1.074, -0.905, 5.562], [-2.476, 0.653, -1.770], [2.099, 1.751, -4.493], [-0.212, 1.668, -5.292], [3.369, 1.231, -2.599], [2.063, -0.642, 3.133], [-2.012, 2.256, -2.460], [2.217, 0.397, 5.273], [-1.106, -2.981, 0.454], [-2.294, 0.672, -3.525], [-3.242, -2.038, 3.945], [-1.266, 2.638, -4.361], [3.013, -0.409, -2.919], [1.146, -2.173, 1.628], [2.044, 0.781, -1.728]], "forces_ev_per_angstrom": [[0.528, -0.562, -0.326], [-2.228, 0.555, -2.235], [-0.492, 0.816, -2.730], [-1.315, 0.023, -1.498], [0.554, 1.188, -0.055], [0.628, 1.235, 1.641], [1.577, 0.280, 2.348], [-0.109, 0.567, 0.939], [-0.789, -0.827, -3.534], [0.812, 1.912, 1.544], [-0.393, -2.186, 0.156], [1.030, -1.195, 0.688], [-0.877, -1.211, -0.043], [-0.411, 0.052, 1.784], [0.343, 0.125, 0.458], [-0.029, -0.203, -0.371], [0.185, -0.142, -0.360], [0.984, -0.421, -0.121], [0.220, -0.401, 0.721], [0.212, -0.235, 0.500], [0.070, 0.076, 0.201], [0.190, 0.152, -0.370], [0.424, 0.471, -0.388], [-0.127, -0.297, 0.459], [0.250, 0.261, 0.602], [0.772, 0.617, -0.430], [-0.666, 0.454, -0.551], [-1.027, 0.008, -0.629], [-0.344, -0.135, -0.623], [0.664, -0.491, 1.107], [-0.179, 1.050, -0.049], [0.073, 0.783, -0.295], [1.065, -0.193, 0.838], [-0.351, -0.434, 0.993], [-1.000, -0.348, -0.588], [-0.243, -1.345, 0.217]], "mulliken_charge": [-0.59, -0.05, -1.12, -1.07, -0.20, -0.46, -0.44, 0.82, -0.38, -0.39, -0.59, -1.37, 0.46, -1.29, -0.17, 0.41, 0.30, 0.19, 0.43, 0.33, 0.27, 0.35, 0.28, 0.33, 0.34, 0.36, 0.33, 0.43, 0.35, 0.24, 0.33, 0.30, 0.35, 0.30, 0.30, 0.34], "homo_ev": -8.596, "relative_energy_kj_mol": 234.9}

***

[4]
{"formula": "C13H21NO2", "method": "wB97M-V/def2-TZVPD", "species": ["O", "O", "N", "C", "C", "C", "C", "C", "C", "C", "C", "C", "C", "C", "C", "C", "H", "H", "H", "H", "H", "H", "H", "H", "H", "H", "H", "H", "H", "H", "H", "H", "H", "H", "H", "H", "H"], "positions_angstrom": [[3.620, -1.835, 0.016], [1.068, 1.905, -0.900], [0.001, 0.637, 0.524], [4.375, -0.484, -0.105], [-1.099, 2.844, 1.263], [-2.002, -0.130, -1.337], [-4.982, -1.865, 0.573], [1.000, 1.010, -0.249], [2.207, -1.156, 0.080], [-4.122, -0.756, -0.221], [2.176, 0.298, -0.038], [-2.663, -1.042, -0.509], [1.244, -2.353, 0.511], [-1.353, 1.171, 0.864], [3.566, 0.514, -0.405], [-1.916, 1.113, -0.831], [-2.346, -1.326, 0.344], [-4.542, -2.091, 1.273], [-1.975, 3.246, 1.259], [1.614, -3.263, -0.007], [-1.315, 2.082, -1.378], [-0.697, 2.779, 2.367], [-1.870, 0.555, 1.408], [0.332, -2.019, 0.017], [1.166, -2.287, 1.431], [-6.098, -1.640, 0.675], [5.448, -0.884, -0.162], [-4.336, 0.025, 0.376], [-2.985, 1.652, -0.525], [-2.521, -0.027, -2.205], [-4.734, -0.481, -1.147], [3.810, 1.499, -0.375], [-2.796, -1.970, -1.076], [-0.457, 3.454, 0.282], [-1.131, -0.513, -1.395], [-4.993, -2.566, -0.080], [0.050, -0.056, 1.434]], "forces_ev_per_angstrom": [[-3.090, 7.390, 0.239], [-0.572, 10.765, -8.318], [-4.187, -4.498, 7.791], [1.427, -6.082, -1.070], [5.702, -4.511, -1.126], [-2.513, -0.211, -0.800], [-7.506, 8.680, -11.108], [0.141, -6.096, 6.703], [1.653, -1.725, 1.216], [-3.290, -1.331, -1.504], [4.162, -10.366, -0.206], [-7.086, -2.742, -3.468], [1.656, 2.371, -10.940], [5.356, 7.602, -9.754], [-1.129, 0.381, 1.935], [-1.568, 12.134, 6.519], [3.500, -1.548, 5.937], [7.474, -4.149, 13.374], [-5.487, 2.685, 0.241], [-0.252, 0.504, 0.985], [-1.477, -3.326, 1.325], [-0.177, 0.758, -2.448], [-2.740, -3.094, 3.490], [-0.543, -0.561, 0.249], [-0.709, -0.290, 8.882], [1.747, 0.357, 0.368], [-1.594, 1.871, 0.016], [0.228, 3.407, 1.969], [2.099, -1.457, -1.604], [-1.057, -0.390, -3.140], [1.020, -0.565, 0.750], [1.508, 2.745, -0.714], [0.600, -0.359, -0.031], [-1.495, -2.318, 3.567], [6.552, -2.478, -1.723], [-0.093, -5.436, -3.928], [1.739, 1.884, -3.675]], "mulliken_charge": [-0.45, -0.52, -0.10, -0.18, -1.27, -1.34, -2.03, 0.83, 0.65, -0.76, 0.09, -0.56, -1.09, -0.98, -1.28, -0.48, 0.58, 0.77, 0.59, 0.32, 0.43, 0.28, 1.07, 0.16, 0.47, 0.31, 0.34, 0.52, 0.21, 0.52, 0.33, 0.49, 0.54, 0.21, 0.40, 0.54, 0.37], "homo_ev": -8.488, "relative_energy_kj_mol": 1369.5}

***

[5]
{"formula": "C13H21O6P", "method": "wB97M-V/def2-TZVPD", "species": ["P", "O", "O", "O", "O", "O", "O", "C", "C", "C", "C", "C", "C", "C", "C", "C", "C", "C", "C", "C", "H", "H", "H", "H", "H", "H", "H", "H", "H", "H", "H", "H", "H", "H", "H", "H", "H", "H", "H", "H", "H"], "positions_angstrom": [[1.832, -0.447, -0.041], [3.420, -0.241, 0.152], [1.327, 0.122, -1.295], [1.498, -0.999, 2.552], [-0.125, 1.940, 0.323], [1.732, -2.056, 0.032], [-4.378, -0.406, 0.043], [-0.489, 2.905, -0.638], [-3.080, -0.256, 0.430], [1.031, -0.092, 1.606], [-0.972, 0.899, 0.548], [-2.552, -1.292, 1.197], [-0.437, -0.156, 1.296], [-0.073, -3.039, -1.247], [-2.289, 0.844, 0.110], [3.615, 2.163, 0.463], [-1.237, -1.238, 1.615], [-4.975, 0.601, -0.735], [1.421, -2.778, -1.154], [3.999, 0.948, -0.363], [-2.692, 1.650, -0.479], [3.887, 2.010, 1.505], [1.753, -2.208, -2.026], [2.539, 2.313, 0.395], [-0.828, -2.042, 2.207], [4.126, 3.045, 0.086], [-0.602, -2.090, -1.295], [-5.006, 1.558, -0.202], [3.669, 1.085, -1.398], [-1.359, 3.487, -0.316], [1.549, -1.866, 2.131], [-0.291, -3.619, -2.139], [1.299, 0.907, 1.957], [-0.687, 2.436, -1.605], [-4.459, 0.733, -1.692], [-3.185, -2.129, 1.441], [-5.993, 0.263, -0.922], [0.370, 3.568, -0.731], [5.079, 0.777, -0.342], [1.984, -3.714, -1.096], [-0.419, -3.584, -0.372]], "forces_ev_per_angstrom": [[1.022, -0.788, 0.450], [-0.849, -0.424, 0.213], [-0.231, 0.231, -0.030], [0.090, -0.451, 0.315], [-0.210, -0.166, 0.263], [0.062, 0.789, 0.505], [0.221, -0.157, 0.176], [-0.019, 0.122, -0.165], [0.152, -0.199, 0.155], [0.140, 0.436, -0.827], [-0.077, -0.290, 0.258], [-0.205, 0.041, -0.105], [-0.050, 0.303, -0.006], [0.356, 0.150, 0.118], [-0.159, 0.258, -0.218], [0.071, -0.336, -0.100], [-0.051, 0.223, -0.052], [-0.093, 0.154, -0.118], [-0.261, -0.496, -0.606], [0.358, 0.603, -0.274], [-0.047, 0.086, -0.052], [0.023, 0.043, 0.109], [0.042, -0.121, 0.086], [-0.104, 0.171, 0.033], [0.056, -0.078, 0.045], [0.002, 0.116, -0.020], [-0.113, 0.066, -0.039], [0.015, -0.031, -0.027], [0.152, -0.052, 0.086], [0.044, -0.041, -0.013], [0.007, -0.073, 0.082], [-0.057, -0.072, -0.108], [0.056, -0.079, -0.174], [0.003, -0.005, 0.028], [-0.009, 0.006, 0.041], [-0.089, -0.110, 0.034], [0.065, 0.072, -0.017], [-0.075, -0.006, -0.023], [-0.146, 0.044, -0.050], [-0.034, 0.143, -0.034], [-0.059, -0.082, 0.063]], "mulliken_charge": [0.94, -0.45, -0.80, -0.64, -0.36, -0.50, -0.47, -1.06, 0.56, 0.05, 0.54, -0.75, 0.04, -0.93, -0.60, -0.63, -0.53, -0.83, -0.38, -0.36, 0.51, 0.25, 0.31, -0.07, 0.48, 0.43, 0.14, 0.32, 0.30, 0.33, 0.44, 0.44, 0.60, 0.41, 0.32, 0.44, 0.24, 0.28, 0.35, 0.37, 0.25], "homo_ev": -8.079, "relative_energy_kj_mol": 4.4}